1.
Density functional theory data (ωB97M-V/def2-TZVPD) for C43H33BF4N12OTi as an isolated structure.

As for the expectation value of S²: 0.75. The calculation puts the largest force on an atom at 0.5 eV/Å. As for the charge: +1. The spin multiplicity is 2. The frontier orbital gap (alpha / beta) is 6.89 / 6.67 eV.

Cartesian coordinates (Å):
Ti: -0.4057 -0.6472 0.1014
C: 0.1209 3.4669 -1.5299
C: -0.2052 2.4123 -0.6818
N: -0.2450 1.1789 -1.1595
C: 0.0425 0.9702 -2.4484
C: 0.4290 2.0248 -3.2549
N: 0.4547 3.2738 -2.7944
C: -0.1725 -0.4223 -2.9084
C: 0.0029 -0.8416 -4.2153
C: -0.3619 -2.1348 -4.5712
C: -0.9262 -2.9561 -3.5957
C: -1.0494 -2.4825 -2.3033
N: -0.6447 -1.2541 -1.9717
C: -1.6966 -3.2341 -1.1998
C: -2.1062 -4.5545 -1.3048
N: -2.7322 -5.1788 -0.3129
C: -2.9589 -4.4797 0.7863
C: -2.5285 -3.1632 0.9221
N: -1.8947 -2.5508 -0.0664
C: -0.1894 -2.6187 -5.9587
C: -0.4160 -1.7829 -7.0458
C: -0.2393 -2.2911 -8.3251
N: 0.1455 -3.5391 -8.5733
C: 0.3643 -4.3332 -7.5293
C: 0.2070 -3.9272 -6.2123
H: 0.1215 4.4823 -1.1527
H: -0.4028 2.5424 0.3740
H: 0.7213 1.8821 -4.2874
H: 0.4204 -0.1712 -4.9521
H: -1.2951 -3.9350 -3.8651
H: -1.9242 -5.1329 -2.2025
H: -3.4885 -4.9682 1.5955
H: -2.6975 -2.5974 1.8301
H: -0.7526 -0.7619 -6.9173
H: -0.4206 -1.6604 -9.1885
H: 0.6847 -5.3455 -7.7505
H: 0.4231 -4.6192 -5.4077
C: 0.0202 -2.2888 4.2258
C: 0.1022 -1.9597 2.7757
N: -0.6537 -1.1145 2.1804
N: -1.6886 -0.5118 2.8480
C: -2.3968 0.1586 1.9729
O: -2.0891 0.2418 0.7146
C: -3.6768 0.7641 2.4058
C: -4.5108 1.3566 1.4621
C: -5.7102 1.9279 1.8587
C: -6.0758 1.9167 3.1971
C: -5.2411 1.3329 4.1425
C: -4.0446 0.7572 3.7507
C: 1.0218 -2.6988 1.8789
C: 1.9176 -3.6334 2.3658
C: 2.7081 -4.3415 1.4723
C: 2.5739 -4.0999 0.1197
C: 1.6636 -3.1409 -0.2908
N: 0.9014 -2.4576 0.5572
H: -0.7359 -1.6744 4.7023
H: -0.2235 -3.3448 4.3624
H: 0.9843 -2.1099 4.7068
H: -4.2112 1.3627 0.4233
H: -6.3581 2.3845 1.1218
H: -7.0115 2.3657 3.5059
H: -5.5241 1.3299 5.1870
H: -3.3849 0.3060 4.4793
H: 2.0015 -3.8032 3.4292
H: 3.4212 -5.0703 1.8346
H: 3.1718 -4.6219 -0.6139
H: 1.5649 -2.8841 -1.3373
F: 1.2641 0.3328 0.9339
B: 2.5342 0.1261 0.1676
F: 3.3059 -0.7629 0.8644
F: 2.0520 -0.4364 -1.0491
F: 3.0936 1.3543 -0.0226
C: -0.6916 4.5533 3.6880
C: -0.9791 3.3179 3.1274
N: -0.0386 2.4440 2.7632
C: 1.2329 2.8043 2.9351
C: 1.6308 4.0154 3.4986
C: 0.6334 4.8988 3.8933
C: 3.0610 4.2858 3.7509
C: 4.0663 4.2939 2.8786
C: 4.0142 4.1939 1.4104
C: 5.1479 3.7757 0.7206
C: 5.0803 3.7423 -0.6588
N: 3.9906 4.1173 -1.3239
C: 2.9687 4.5066 -0.5710
N: 2.9060 4.5565 0.7541
H: -1.4937 5.2225 3.9693
H: -2.0104 3.0102 2.9833
H: 1.9880 2.0905 2.6224
H: 0.8951 5.8482 4.3442
H: 3.3181 4.4559 4.7928
H: 5.0669 4.4204 3.2792
H: 6.0469 3.4842 1.2468
H: 5.9297 3.4139 -1.2483
H: 2.0869 4.8351 -1.1116

2.
Density functional theory data (ωB97M-V/def2-TZVPD) for a 2-piece molecular cluster, C4H6O2 overall at a distorted geometry.

The calculation puts the largest force on an atom at 3.2 eV/Å. As for the charge: 0. The frontier orbital gap is 11.11 eV. Its SMILES is CC(=O)O.C#C.

Cartesian coordinates (Å):
C: -1.9891 0.8847 -1.0448
C: -0.6750 0.2612 -0.5120
O: -0.2561 -0.8260 -0.9016
O: -0.1548 0.9836 0.4589
H: -2.5389 0.1538 -1.7227
H: -2.7107 1.1328 -0.1737
H: -1.7360 1.7975 -1.5834
H: 0.6073 0.5249 0.7634
C: 2.2583 -1.7738 0.9215
C: 2.6044 -0.6905 1.3310
H: 1.7615 -2.6546 0.4779
H: 2.8290 0.2064 1.9856

3.
Density functional theory data (ωB97M-V/def2-TZVPD) for C22H18F5InN6O5STe as an isolated structure at a distorted geometry.

The calculation puts the largest force on an atom at 5.5 eV/Å. As for the charge: 0. The frontier orbital gap is 8.08 eV.

Cartesian coordinates (Å):
In: -0.1481 -0.2393 -0.0680
N: -2.2006 -2.8085 0.4222
C: -2.4995 -2.1952 -0.7858
C: -3.7451 -2.4773 -1.3557
C: -4.0823 -1.8842 -2.5470
C: -3.1790 -1.0201 -3.1621
C: -1.9815 -0.7921 -2.5353
N: -1.6324 -1.3811 -1.3791
C: -1.1140 -2.7432 1.2661
C: -1.2576 -3.2775 2.5532
C: -0.1694 -3.3250 3.3858
C: 1.0688 -2.8627 2.9352
C: 1.1260 -2.3121 1.6869
N: 0.0590 -2.2415 0.8532
H: -3.0102 -3.2139 0.8628
H: -4.4334 -3.1381 -0.8458
H: -5.0462 -2.0792 -2.9969
H: -3.4163 -0.5198 -4.0886
H: -1.2579 -0.0970 -2.9397
H: -2.2292 -3.6168 2.8859
H: -0.2792 -3.7053 4.3922
H: 1.9463 -2.8836 3.5631
H: 2.0368 -1.8623 1.3119
O: 1.8684 1.2883 3.1349
S: 0.9723 1.2683 2.0307
O: 1.6259 0.7866 0.7683
O: -0.2117 0.3582 2.1786
O: 0.3179 2.6307 1.7703
F: -1.3837 3.8127 0.0750
Te: -1.5684 2.2047 1.1404
F: -1.9077 3.6882 2.3145
F: -3.3515 2.3855 0.5550
F: -2.3136 0.0963 0.8097
F: -2.3440 1.5088 2.7414
O: -0.8748 1.5734 -0.4782
N: 4.3205 1.0136 -5.6980
C: 5.1895 0.6552 -6.7021
C: 5.8713 1.3906 -7.6674
C: 6.6736 0.6760 -8.5320
C: 6.7925 -0.7219 -8.4446
C: 6.1153 -1.4460 -7.4883
C: 5.3020 -0.7417 -6.5982
N: 4.5263 -1.2013 -5.5558
C: 3.9630 -0.1398 -5.0473
C: 3.0325 -0.1793 -3.9200
C: 2.2757 0.9227 -3.5305
C: 1.4024 0.8019 -2.4688
N: 1.2454 -0.3538 -1.8127
C: 1.9803 -1.4126 -2.1684
C: 2.8816 -1.3685 -3.2072
H: 4.0506 1.9499 -5.4545
H: 5.7731 2.4656 -7.7409
H: 7.2264 1.2033 -9.2980
H: 7.4321 -1.2352 -9.1503
H: 6.1972 -2.5222 -7.4207
H: 2.3486 1.8733 -4.0399
H: 0.8129 1.6386 -2.1069
H: 1.8165 -2.3203 -1.5998
H: 3.4720 -2.2298 -3.4834